## a
One molecule with the formula C10H19N3O4. Source: the OMol25 dataset; level of theory: ωB97M-V/def2-TZVPD.

* HOMO: -0.3450 Eh
* gap between HOMO and LUMO: 9.71 eV

Geometry as ORCA input:
```
! RIJCOSX wB97M-V def2-TZVPD def2/J DEFGRID3
* xyz 0 1
C 3.4723 0.4231 1.4091
C 2.3022 1.4133 0.9460
C 1.5998 1.1778 -0.4009
C 0.5802 2.2374 -0.6274
C 1.0175 -0.3065 -0.4955
N 0.2647 -0.6474 0.7098
C -0.9801 -1.2234 0.7339
O -1.3527 -1.8759 1.7116
C -1.7978 -1.1127 -0.5276
N -2.8924 -2.0655 -0.3397
C -2.2135 0.2570 -0.9937
C -3.2124 0.8385 0.0117
N -4.3235 0.0711 0.1223
O -3.0809 1.9798 0.3689
C 2.1899 -1.1886 -0.7590
O 3.1127 -0.9018 -1.5165
O 2.1640 -2.3056 -0.0474
H 3.0224 -0.5509 1.7104
H 4.1045 0.8226 2.1971
H 4.0467 0.2466 0.5150
H 2.8561 2.3814 0.8565
H 1.6278 1.5707 1.7911
H 2.4091 1.3200 -1.1940
H 0.1914 2.3481 -1.6272
H 1.0631 3.2007 -0.4606
H -0.2313 2.0685 0.0823
H 0.3591 -0.3614 -1.3381
H 0.7842 -0.5992 1.5926
H -1.1648 -1.5523 -1.3275
H -2.7108 -2.5893 0.5232
H -3.0038 -2.6480 -1.1311
H -1.4014 0.9340 -1.0686
H -2.6705 0.1861 -1.9871
H -4.9083 0.3432 0.9076
H -4.0904 -0.9570 0.0148
H 2.8668 -2.9345 -0.3620
*
```

Atom charges from the Mulliken analysis, given in e for atoms 1 to 4:
1. C -1.17
2. C -1.00
3. C 0.80
4. C -1.99

***

## b
One molecule with the formula C10H19N3O4. Source: the OMol25 dataset; level of theory: ωB97M-V/def2-TZVPD.

* HOMO: -0.3583 Eh
* gap between HOMO and LUMO: 10.02 eV

Geometry as ORCA input:
```
! RIJCOSX wB97M-V def2-TZVPD def2/J DEFGRID3
* xyz 0 1
C 1.8523 1.7044 -3.2334
C 0.9434 2.4940 -2.3218
C 1.3898 3.9425 -2.1930
C 0.8502 1.8435 -0.9480
C 0.6599 0.3238 -0.9567
N -0.1528 -0.0609 0.1901
C -0.7591 -1.2725 0.3275
O -0.6582 -2.1564 -0.5362
C -1.6433 -1.4924 1.5829
N -2.6594 -2.5664 1.2994
C -0.7458 -1.9983 2.7933
C -1.4243 -2.0819 4.1465
N -2.7036 -2.4892 4.0755
O -0.8086 -1.7788 5.1671
C 2.0705 -0.4438 -1.1349
O 3.1325 0.0970 -0.9300
O 1.9767 -1.6956 -1.4608
H 2.0156 2.2972 -4.1590
H 1.3370 0.7785 -3.5392
H 2.8054 1.4968 -2.7070
H -0.0334 2.4733 -2.7721
H 0.7098 4.5661 -1.6118
H 1.5320 4.3932 -3.1739
H 2.3731 4.0523 -1.7016
H 1.7603 2.0078 -0.3736
H 0.0109 2.3243 -0.4301
H -0.0204 0.0946 -1.7864
H -0.4035 0.7116 0.7881
H -2.1558 -0.5658 1.8532
H -2.2085 -3.1962 0.6287
H -3.4255 -2.1425 0.8200
H -0.4410 -3.0128 2.6214
H 0.1466 -1.4365 2.9392
H -3.1950 -2.5674 4.9253
H -3.1531 -2.6831 3.1942
H 1.0255 -1.9606 -1.3827
*
```

Atom charges from the Mulliken analysis, given in e for atoms 1 to 4:
1. C -1.31
2. C 0.75
3. C -1.64
4. C -1.20

***

Relative energies with respect to the most stable structure, expressed in eV: a 0.738; b 0.000.

***

## a
One molecule with the formula C9H10. Source: the OMol25 dataset; level of theory: ωB97M-V/def2-TZVPD.

* HOMO: -0.3312 Eh
* gap between HOMO and LUMO: 9.90 eV

Geometry as ORCA input:
```
! RIJCOSX wB97M-V def2-TZVPD def2/J DEFGRID3
* xyz 0 1
C 3.3012 -1.0636 0.4600
C 2.5886 -0.3880 -0.2362
C 1.8746 0.6445 -0.8145
C 0.7696 1.2423 -0.4136
C 0.0756 0.9467 0.8522
C -1.1268 -0.0600 0.7431
C -0.8482 -1.2603 -0.0969
C -1.9907 -1.1487 -0.7795
C -2.3565 0.1612 -0.1898
H 3.9603 -1.6977 0.8774
H 2.1595 0.9006 -1.7907
H 0.1929 1.8848 -1.1951
H 0.9760 0.5853 1.4920
H -0.2826 1.8138 1.5562
H -1.4086 -0.2971 1.8461
H 0.1081 -1.7793 -0.1755
H -2.3653 -1.8371 -1.5165
H -3.2916 0.3237 0.3199
H -2.3361 1.0289 -0.9386
*
```

Atom charges from the Mulliken analysis, given in e for atoms 1 to 4:
1. C 0.12
2. C -0.74
3. C -0.43
4. C -0.03

***

## b
C9H10 as an isolated structure. Source: the OMol25 dataset; level of theory: ωB97M-V/def2-TZVPD.

* HOMO: -0.3258 Eh
* gap between HOMO and LUMO: 9.82 eV

Geometry as ORCA input:
```
! RIJCOSX wB97M-V def2-TZVPD def2/J DEFGRID3
* xyz 0 1
C -1.2061 -1.7580 1.3225
C -0.7396 -0.8362 0.1949
C -1.4170 -0.6284 -0.8758
C -0.6629 0.5350 -1.6797
C 0.7168 0.0925 -1.3054
C 0.3849 0.2206 0.0315
C -0.3548 1.5269 -0.5147
C 1.4078 0.5348 0.9935
C 2.3186 0.5146 1.8209
H -1.7909 -2.6768 0.6593
H -1.8876 -1.0287 2.1788
H -0.1681 -2.0850 1.8797
H -2.6111 -0.8497 -0.7701
H -1.0463 0.9260 -2.5512
H 1.4799 0.9569 -1.4911
H 0.9942 -0.9489 -1.6238
H 0.1724 2.2532 -1.0740
H -1.0692 2.0143 0.3168
H 3.2403 0.2284 2.5496
*
```

Atom charges from the Mulliken analysis, given in e for atoms 1 to 4:
1. C -0.99
2. C 0.27
3. C -0.51
4. C -0.41

***

Relative energies with respect to the most stable structure, expressed in eV: a 0.000; b 3.010.

***

## a
C9H10 as an isolated structure. Source: the OMol25 dataset; level of theory: ωB97M-V/def2-TZVPD.

* HOMO: -0.3293 Eh
* gap between HOMO and LUMO: 9.21 eV

Geometry as ORCA input:
```
! RIJCOSX wB97M-V def2-TZVPD def2/J DEFGRID3
* xyz 0 1
C -2.0348 -1.0588 -0.9353
C -1.7845 -1.0777 1.0856
C -0.5504 1.4997 0.0963
C -2.0995 1.2921 -0.0943
C 0.2007 0.1570 -0.3316
C -2.2865 -0.1572 0.1800
C -0.9241 -0.9931 -0.0335
C 2.1771 -1.5563 -0.0996
C 1.4748 -0.2554 0.4472
H -0.0707 2.2121 -0.4684
H -0.1590 1.6728 1.0496
H -2.5802 1.8939 0.6286
H -2.1023 1.6329 -1.1814
H 0.4604 0.0834 -1.3320
H 3.1743 -1.2891 0.0461
H 1.9282 -1.8187 -1.2187
H 1.8404 -2.4077 0.4398
H 2.0146 0.6759 0.2937
H 1.3215 -0.5057 1.4278
*
```

Atom charges from the Mulliken analysis, given in e for atoms 1 to 4:
1. C -1.10
2. C -0.97
3. C -1.24
4. C -0.66

***

## b
One molecule with the formula C9H10. Source: the OMol25 dataset; level of theory: ωB97M-V/def2-TZVPD.

* HOMO: -0.3066 Eh
* gap between HOMO and LUMO: 8.76 eV

Geometry as ORCA input:
```
! RIJCOSX wB97M-V def2-TZVPD def2/J DEFGRID3
* xyz 0 1
C -2.7085 1.2909 0.7014
C -1.2807 1.2640 0.7823
C -0.0501 1.7065 0.6025
C 1.2667 1.8223 -0.0594
C 2.3584 1.5268 -0.6499
C 2.6225 0.1147 -1.0191
C 1.2615 -0.6565 -0.8577
C 0.3229 -0.9376 0.3098
C -0.1141 0.2955 1.1286
H -2.9023 0.4031 1.3337
H -3.0401 1.2434 -0.3038
H -3.0734 2.0687 1.3405
H 3.2922 -0.2826 -0.2716
H 2.9369 0.2127 -2.0426
H 1.3358 -1.7459 -1.2342
H 0.6295 -0.2657 -1.6018
H -0.5951 -1.3278 -0.0905
H 0.7248 -1.7359 1.0591
H 0.0729 0.1394 2.2221
*
```

Atom charges from the Mulliken analysis, given in e for atoms 1 to 4:
1. C -1.16
2. C 0.30
3. C -0.03
4. C 0.23

***

Relative energies with respect to the most stable structure, expressed in eV: a 1.239; b 0.000.

***

## a
An isolated ion of composition C5H10N and charge +1. Source: the OMol25 dataset; level of theory: ωB97M-V/def2-TZVPD.

* HOMO: -0.5124 Eh
* gap between HOMO and LUMO: 10.23 eV

Geometry as ORCA input:
```
! RIJCOSX wB97M-V def2-TZVPD def2/J DEFGRID3
* xyz 1 1
C 2.4687 0.3973 -0.2674
C 1.2436 -0.2767 0.0812
C -0.3812 0.0200 0.0403
N -0.7359 0.9948 1.0729
C -1.1446 -1.3282 -0.1964
C -1.0165 -0.2210 -1.2678
H 2.5193 1.2854 -0.7670
H 3.3069 0.0243 0.2008
H 1.2544 -1.1363 0.7217
H -0.1486 1.8218 1.2628
H -0.7691 0.3942 1.8987
H -1.6349 1.4499 0.9019
H -2.1486 -1.4139 0.0946
H -0.5396 -2.1625 -0.1705
H -0.3586 -0.3318 -2.1311
H -1.9153 0.4828 -1.4746
*
```

Atom charges from the Mulliken analysis, given in e for atoms 1 to 4:
1. C -0.77
2. C -0.41
3. C 0.37
4. N -0.13

***

## b
An isolated ion of composition C5H10N and charge +1. Source: the OMol25 dataset; level of theory: ωB97M-V/def2-TZVPD.

* HOMO: -0.5726 Eh
* gap between HOMO and LUMO: 10.68 eV

Geometry as ORCA input:
```
! RIJCOSX wB97M-V def2-TZVPD def2/J DEFGRID3
* xyz 1 1
C 1.5518 -1.8919 -0.7779
C 1.6635 -0.5242 -0.4694
N 1.3552 0.6284 -0.4167
C 0.1713 1.6249 -0.1990
C -0.7232 1.0229 0.8752
C -1.8500 -0.0428 0.4953
H 1.9430 -2.5069 0.1255
H 2.2611 -2.2170 -1.5115
H 0.5241 -1.8767 -1.1164
H -0.0369 1.9051 -1.2481
H 0.7023 2.5328 0.1733
H -1.3046 1.8227 1.3330
H -0.1004 0.3409 1.5083
H -2.4590 0.4876 -0.1647
H -1.3964 -0.9639 -0.0424
H -2.3017 -0.3420 1.4355
*
```

Atom charges from the Mulliken analysis, given in e for atoms 1 to 4:
1. C -0.77
2. C 0.58
3. N -0.18
4. C -0.26

***

## c
A 2-piece molecular cluster, C5H10N overall. Source: the OMol25 dataset; level of theory: ωB97M-V/def2-TZVPD.

* HOMO (alpha / beta): -0.4651 / -0.4774 Eh
* gap between HOMO and LUMO (alpha / beta): 7.87 / 8.56 eV

Geometry as ORCA input:
```
! RIJCOSX wB97M-V def2-TZVPD def2/J DEFGRID3
* xyz 1 1
C -2.6515 -0.2581 -0.4822
C -2.0488 0.7652 -0.0112
C 1.2658 0.9582 -0.8247
C 0.4286 0.0089 -0.0928
C 0.6845 -1.4509 0.1975
N 1.2248 0.9451 0.6421
H -3.7697 -0.4024 -0.4471
H -2.0517 -1.0514 -0.9930
H -1.7801 1.6114 0.7485
H 2.1383 0.6213 -1.4077
H 0.5959 1.6278 -1.3136
H 0.2304 -1.7587 1.1901
H 1.6867 -1.5839 0.3918
H 0.2746 -2.1710 -0.5763
H 2.1581 0.4461 1.0423
H 0.9302 1.6079 1.3630
*
```

Atom charges from the Mulliken analysis, given in e for atoms 1 to 4:
1. C -0.43
2. C 0.07
3. C -0.35
4. C 0.18

***

Relative energies with respect to the most stable structure, expressed in eV: a 0.720; b 0.000; c 3.989.

***

## a
A 2-piece molecular cluster, C4H11NO overall. Source: the OMol25 dataset; level of theory: ωB97M-V/def2-TZVPD.

* ⟨S²⟩: 0.755
* HOMO (alpha / beta): -0.5379 / -0.5379 Eh
* gap between HOMO and LUMO (alpha / beta): 10.05 / 5.23 eV

Geometry as ORCA input:
```
! RIJCOSX wB97M-V def2-TZVPD def2/J DEFGRID3
* xyz 1 2
C 0.9778 -0.5093 -3.1210
C -0.2779 -1.1736 -2.5015
H 1.0284 0.5105 -2.7599
H 1.8952 -1.1001 -3.0838
H 0.8499 -0.2844 -4.2091
H -0.6291 -1.8965 -3.2254
H -1.0449 -0.4724 -2.1859
H 0.0385 -1.6541 -1.5499
C -0.1012 1.3262 0.4887
C -0.1283 0.4642 1.6892
O 0.9274 0.1292 2.2499
N -1.2808 -0.1246 2.0728
H -1.4114 -0.7739 2.8363
H -1.9673 0.0067 1.3446
H -1.0079 1.3493 -0.1273
H 0.5925 0.8772 -0.2562
H 0.4004 2.2137 0.8826
*
```

Atom charges from the Mulliken analysis, given in e for atoms 1 to 4:
1. C -0.87
2. C -0.64
3. H 0.24
4. H 0.29

***

## b
An isolated ion of composition C4H11NO and charge +1. Source: the OMol25 dataset; level of theory: ωB97M-V/def2-TZVPD.

* ⟨S²⟩: 0.755
* HOMO (alpha / beta): -0.5255 / -0.5231 Eh
* gap between HOMO and LUMO (alpha / beta): 10.73 / 5.21 eV

Geometry as ORCA input:
```
! RIJCOSX wB97M-V def2-TZVPD def2/J DEFGRID3
* xyz 1 2
C -0.1543 -0.6964 0.0903
C -0.1954 0.4481 -0.8973
C -1.6614 0.8786 -1.3219
O 0.8828 0.6165 -1.8299
C 1.1034 -0.4245 1.1203
N 0.9604 -1.0208 2.4003
H -1.1535 -0.7258 0.7058
H -0.0295 -1.6722 -0.4117
H 0.1673 1.4112 -0.3912
H -2.4134 0.1397 -0.9799
H -1.8745 0.8205 -2.4221
H -1.9037 1.8844 -0.9696
H 0.5537 0.2326 -2.7351
H 1.9961 -0.7860 0.6545
H 1.3150 0.6618 1.2178
H 0.5297 -0.3894 3.0697
H 1.8773 -1.3783 2.7000
*
```

Atom charges from the Mulliken analysis, given in e for atoms 1 to 4:
1. C -0.42
2. C 0.07
3. C -1.01
4. O -0.49

***

## c
A 2-piece molecular cluster, C4H11NO overall. Source: the OMol25 dataset; level of theory: ωB97M-V/def2-TZVPD.

* ⟨S²⟩: 0.755
* HOMO (alpha / beta): -0.5509 / -0.5509 Eh
* gap between HOMO and LUMO (alpha / beta): 11.64 / 6.21 eV

Geometry as ORCA input:
```
! RIJCOSX wB97M-V def2-TZVPD def2/J DEFGRID3
* xyz 1 2
N 1.4774 -0.5355 -0.9506
C 0.2587 -0.8930 -1.8852
C -1.0176 -0.0404 -1.2861
C -0.6241 0.2424 0.1244
C 0.8373 -0.3844 0.4234
H 1.8440 0.3061 -1.2548
H 0.6526 -0.7234 -3.0057
H 0.0080 -1.9546 -1.7507
H -1.0677 0.8118 -1.8432
H -1.9282 -0.6213 -1.4088
H -0.5785 1.3330 0.4201
H -1.3803 -0.2004 0.9417
H 1.3296 0.1422 1.2612
H 0.7148 -1.4418 0.7396
H 0.2654 1.2560 2.5375
H -0.8215 1.5190 3.5017
O 0.0300 1.1844 3.4354
*
```

Atom charges from the Mulliken analysis, given in e for atoms 1 to 4:
1. N -0.02
2. C -0.51
3. C -0.62
4. C -0.34

***

Relative energies with respect to the most stable structure, expressed in eV: a 0.000; b 0.901; c 0.817.

***

## a
An isolated ion of composition C4H11NO and charge +1. Source: the OMol25 dataset; level of theory: ωB97M-V/def2-TZVPD.

* ⟨S²⟩: 0.755
* HOMO (alpha / beta): -0.5719 / -0.5779 Eh
* gap between HOMO and LUMO (alpha / beta): 12.28 / 7.46 eV

Geometry as ORCA input:
```
! RIJCOSX wB97M-V def2-TZVPD def2/J DEFGRID3
* xyz 1 2
C -1.3604 0.7116 0.8561
O -1.6436 0.3412 2.1831
C 0.0890 0.1710 0.3902
C 0.2039 0.1071 -1.1322
C 1.6282 -0.0386 -1.6119
N 0.3424 -1.0486 0.9934
H -2.0901 0.2866 0.1689
H -1.2382 1.7827 0.8866
H -2.3726 -0.2914 2.1898
H 0.8053 0.8825 0.8117
H -0.4415 -0.7179 -1.4804
H -0.2884 0.9995 -1.5233
H 1.6929 -0.0963 -2.7032
H 2.1237 -0.9189 -1.2146
H 2.2452 0.8166 -1.3599
H 0.0732 -1.9184 0.5380
H 0.2310 -1.0688 2.0076
*
```

Atom charges from the Mulliken analysis, given in e for atoms 1 to 4:
1. C -0.62
2. O -0.51
3. C 0.25
4. C -0.54

***

## b
A 2-piece molecular cluster, C4H11NO overall. Source: the OMol25 dataset; level of theory: ωB97M-V/def2-TZVPD.

* ⟨S²⟩: 0.757
* HOMO (alpha / beta): -0.5405 / -0.5147 Eh
* gap between HOMO and LUMO (alpha / beta): 10.59 / 5.23 eV

Geometry as ORCA input:
```
! RIJCOSX wB97M-V def2-TZVPD def2/J DEFGRID3
* xyz 1 2
C 0.2413 -0.3651 2.3045
N 0.5752 -0.2491 0.8738
C -0.1911 -1.1459 0.0337
C -1.3851 -0.2629 -1.9836
C -0.2267 -0.6919 -1.3949
H 0.7022 -1.2318 2.7829
H 0.6587 0.5017 2.8236
H -0.8425 -0.3110 2.3469
H 1.5738 -0.3543 0.6958
H -1.2285 -1.0416 0.4048
H -0.0239 -2.2111 0.2151
H -1.7674 -0.5699 -2.9516
H -2.1769 0.2137 -1.4066
H 0.6985 -0.7965 -1.9580
H 0.6695 1.3069 -0.1904
H 0.1267 2.8586 -0.5205
O 0.8288 2.2563 -0.2492
*
```

Atom charges from the Mulliken analysis, given in e for atoms 1 to 4:
1. C -0.82
2. N -0.13
3. C -0.41
4. C -0.56

***

Relative energies with respect to the most stable structure, expressed in eV: a 0.000; b 2.219.